Molecular formula: C7H10
Method: DFT, ωB97M-V/def2-TZVPD

Geometry as ORCA input:
```
! wB97M-V def2-TZVPD RIJCOSX def2/J DEFGRID3
* xyz 0 1
C 0.4994 1.5915 0.9965
C 0.2190 0.3559 0.1759
C -0.1363 -0.9062 1.0062
C -1.0248 -1.4102 -0.0915
C -0.4154 -1.0005 -1.3671
C 1.1449 -0.0481 -0.9589
C -1.0309 0.1396 -0.6833
H 1.4387 1.4705 1.5515
H 0.5894 2.4793 0.3647
H -0.2966 1.7629 1.7314
H 0.6685 -1.5795 1.3241
H -0.7439 -0.6112 1.8688
H -1.6327 -2.3261 0.0256
H -0.9118 -1.4017 -2.2708
H 2.2380 0.0566 -0.6874
H 1.0425 0.4759 -1.9014
H -1.6478 0.9513 -1.0843
*
```

E_LUMO: 0.0385 hartree
energy above the lowest of the compared OMol25 structures with the same formula, charge and spin: 104.8 kcal per mole
structure (SMILES): C[C@]12C[C@@H]3[C@H](C1)[C@@H]32

Molecular formula: C7H10
Method: DFT, ωB97M-V/def2-TZVPD

Geometry as ORCA input:
```
! wB97M-V def2-TZVPD RIJCOSX def2/J DEFGRID3
* xyz 0 1
C -0.7828 -1.7338 -2.1416
C 0.2231 -1.6249 -1.2801
C 0.9747 -0.3486 -0.9871
C 0.7750 0.0810 0.4241
C 1.2045 0.3062 1.6255
C -0.2655 0.5300 1.4106
C -0.8719 1.9227 1.3575
H -1.2959 -2.6773 -2.3069
H -1.1380 -0.8821 -2.7174
H 0.5443 -2.4981 -0.7133
H 0.6243 0.4425 -1.6617
H 2.0465 -0.4884 -1.1780
H 2.0149 0.3349 2.3392
H -0.9628 -0.2234 1.7973
H -1.7819 1.9399 0.7450
H -1.1458 2.2797 2.3578
H -0.1625 2.6396 0.9293
*
```

E_LUMO: 0.0423 hartree
energy above the lowest of the compared OMol25 structures with the same formula, charge and spin: 68.1 kcal per mole
structure (SMILES): C=CCC1=C[C@H]1C

Molecular formula: C7H10
Method: DFT, ωB97M-V/def2-TZVPD

Geometry as ORCA input:
```
! wB97M-V def2-TZVPD RIJCOSX def2/J DEFGRID3
* xyz 0 1
C 2.2736 0.2521 -0.4202
C 0.7841 0.3373 -0.3140
C 0.0516 1.2028 0.3958
C -1.3695 0.7453 0.5248
C -1.4140 -0.5972 1.2266
C -1.4213 -0.5353 -0.2751
C -0.0978 -0.6974 -0.9916
H 2.6125 0.3761 -1.4548
H 2.7704 0.9980 0.2070
H 2.6093 -0.7422 -0.0930
H 0.4519 2.0630 0.9292
H -2.1973 1.4489 0.5690
H -0.4974 -0.8571 1.7502
H -2.3076 -0.9962 1.6936
H -2.3483 -0.8270 -0.7622
H -0.1892 -0.4484 -2.0591
H 0.2890 -1.7228 -0.9262
*
```

E_LUMO: 0.0420 hartree
energy above the lowest of the compared OMol25 structures with the same formula, charge and spin: 25.3 kcal per mole
structure (SMILES): CC1=C[C@@H]2C[C@@H]2C1